88
Properties=species:S:1:pos:R:3:forces:R:3:lowdin_charge:R:1 method="wB97M-V/def2-TZVPD" orbital_gap_ev=8.804 e_lumo_ev=-1.16 spin_multiplicity=1
C 5.529705 -5.310492 1.084444 -0.216 -0.108 0.064 -0.004
C 5.078505 -4.003870 1.694345 -0.278 -0.010 0.156 -0.540
O 5.439564 -3.633165 2.789578 0.144 0.068 0.014 0.067
N 4.210532 -3.256079 0.916994 0.861 0.018 -0.399 0.046
C 4.234542 -1.799912 1.096526 -0.384 -0.018 0.113 -0.200
C 3.300783 -1.362791 2.216563 0.190 -0.033 0.186 -0.189
C 3.204834 0.156613 2.434376 -0.286 -0.188 -0.064 -0.172
C 3.266758 1.060934 1.194212 -0.046 0.286 0.324 -0.138
C 1.959879 1.261961 0.490799 0.022 -0.135 -0.191 -0.120
C 1.025272 0.335416 0.278789 -0.062 0.025 -0.117 0.084
C -0.247199 0.738395 -0.376390 0.028 0.111 0.042 -0.332
O -1.317512 0.293801 -0.026580 -0.034 -0.196 -0.094 0.120
C -0.140220 1.801892 -1.433832 0.045 -0.210 -0.030 -0.148
C -1.042844 1.764429 -2.633576 0.196 0.038 -0.146 -0.121
C -1.128549 0.385810 -3.314352 -0.198 -0.050 0.066 -0.174
C -2.217208 -0.560116 -2.774078 0.037 0.024 0.124 -0.205
C -1.670855 -1.937234 -2.401913 -0.008 -0.003 -0.137 -0.174
C -2.675491 -2.813302 -1.660355 -0.056 -0.511 -0.134 -0.152
O -2.182661 -3.056914 -0.327018 0.061 0.764 0.172 -0.025
C -3.070327 -2.896036 0.685991 -0.078 -0.368 -0.054 -0.547
C -2.459441 -2.250986 1.892433 0.167 -0.237 0.050 0.028
O -4.217770 -3.249083 0.599093 -0.018 0.306 -0.100 0.098
C 0.776390 2.742225 -1.205968 0.029 -0.251 -0.253 0.055
C 1.629831 2.651999 0.005332 0.027 0.011 -0.015 -0.334
O 2.021308 3.635694 0.594159 0.198 0.002 -0.116 0.109
H 6.466072 -5.151896 0.547392 0.008 0.010 0.030 0.088
H 5.696619 -6.031331 1.880473 0.081 0.021 -0.006 0.084
H 4.790945 -5.713067 0.391038 0.027 0.023 -0.029 0.077
H 4.293241 -3.527304 -0.053059 -0.301 -0.013 -0.006 0.121
H 3.910070 -1.368652 0.147518 0.019 -0.012 -0.013 0.111
H 5.256367 -1.460634 1.294163 -0.019 0.014 0.031 0.131
H 2.321103 -1.818646 2.054003 -0.021 0.095 -0.139 0.101
H 3.676752 -1.806613 3.138806 -0.065 -0.056 0.003 0.108
H 2.247995 0.350423 2.925758 0.077 0.076 0.114 0.117
H 3.969300 0.472525 3.144674 0.146 -0.023 -0.140 0.112
H 4.003441 0.711878 0.465008 0.012 0.007 0.026 0.118
H 3.607873 2.048095 1.509715 0.000 0.012 -0.031 0.115
H 1.108592 -0.696529 0.597861 -0.070 0.061 0.195 0.123
H -2.037911 2.137408 -2.377057 -0.006 -0.056 0.030 0.131
H -0.604480 2.454109 -3.358233 -0.143 0.184 0.088 0.118
H -0.154461 -0.109072 -3.242338 0.032 0.062 -0.081 0.115
H -1.309285 0.565309 -4.374737 0.102 -0.038 -0.027 0.109
H -3.001698 -0.688306 -3.524105 -0.030 0.047 0.027 0.116
H -2.685639 -0.112767 -1.896581 -0.015 -0.041 -0.008 0.101
H -0.789183 -1.831871 -1.765681 -0.025 0.011 0.013 0.107
H -1.337958 -2.443105 -3.312599 0.032 -0.013 0.026 0.116
H -2.802448 -3.778460 -2.151770 -0.015 -0.012 0.017 0.124
H -3.660858 -2.349772 -1.599172 0.025 0.017 0.050 0.125
H -1.398877 -2.485647 1.965809 -0.010 -0.027 -0.022 0.086
H -2.981829 -2.575802 2.788105 -0.042 0.075 0.000 0.091
H -2.541433 -1.170332 1.767477 -0.043 -0.012 0.011 0.082
H 0.910630 3.573998 -1.888559 -0.009 0.158 0.188 0.129
C -3.682548 -6.026599 1.609064 0.001 -0.014 -0.060 -0.037
O -3.451598 -7.303452 2.222828 -0.016 -0.002 0.014 0.011
C -3.076025 -7.233833 3.495878 0.010 0.001 0.006 -0.625
O -2.914921 -6.224598 4.133602 0.003 -0.012 -0.012 0.119
O -2.902362 -8.475389 3.953235 -0.005 0.010 -0.011 0.001
C -2.492157 -8.544568 5.321972 0.010 -0.055 0.030 -0.041
H -3.963955 -6.233217 0.581907 -0.002 -0.035 0.010 0.099
H -4.483096 -5.492823 2.114076 0.031 0.018 0.028 0.099
H -2.771877 -5.431887 1.632085 -0.003 -0.001 0.038 0.089
H -3.240305 -8.091217 5.969470 0.011 0.028 -0.007 0.096
H -1.537701 -8.040508 5.461862 -0.015 0.028 0.001 0.096
H -2.394260 -9.602642 5.544606 -0.007 -0.001 -0.020 0.092
C -5.819255 5.514831 -0.117340 -0.050 0.013 -0.039 -0.038
O -4.664912 4.732950 -0.443108 0.017 -0.001 0.011 0.001
C -3.792249 4.604747 0.557163 -0.019 -0.002 0.000 -0.623
O -3.906136 5.079546 1.656443 0.006 -0.007 -0.014 0.128
O -2.773902 3.860577 0.128570 0.016 -0.015 -0.026 0.008
C -1.749470 3.636609 1.103880 0.054 0.062 0.089 -0.015
H -6.426464 5.528247 -1.017067 0.016 -0.012 -0.007 0.092
H -6.370491 5.058789 0.702648 0.020 0.011 0.020 0.098
H -5.529867 6.527265 0.157496 0.008 -0.010 0.028 0.097
H -2.144220 3.108688 1.969598 -0.048 0.020 -0.008 0.108
H -1.301989 4.577710 1.419533 -0.071 0.027 0.017 0.107
H -1.007231 3.035979 0.596566 -0.064 0.012 0.097 0.055
C 2.906992 5.966522 -1.706428 0.006 -0.028 0.073 -0.031
O 3.009948 5.811851 -3.128375 -0.011 -0.014 -0.008 0.000
C 3.013423 6.957357 -3.808268 0.000 0.003 -0.006 -0.626
O 2.942263 8.060476 -3.333586 0.002 -0.015 -0.005 0.126
O 3.108565 6.672345 -5.107671 -0.004 -0.001 0.016 0.001
C 3.124238 7.822163 -5.960505 0.005 -0.002 -0.064 -0.038
H 2.918087 4.964402 -1.294210 0.016 -0.001 -0.011 0.065
H 3.748648 6.536372 -1.317972 -0.015 0.048 -0.039 0.102
H 1.976001 6.464105 -1.441274 0.015 0.036 -0.013 0.104
H 3.978203 8.456521 -5.731195 -0.015 0.011 0.024 0.097
H 2.205620 8.394602 -5.847488 0.011 0.012 0.026 0.097
H 3.204236 7.434949 -6.971473 0.000 -0.019 0.011 0.092

34
Properties=species:S:1:pos:R:3:forces:R:3:lowdin_charge:R:1 method="wB97M-V/def2-TZVPD" orbital_gap_ev=8.857 e_lumo_ev=-0.82 spin_multiplicity=1 de_lowest_kcal_mol=27.2
Ne 0.059175 -0.025640 0.157795 0.005 -0.017 0.025 0.069
O -1.626265 -2.129820 -1.539675 -0.242 0.069 0.117 -0.030
H -2.513435 -2.349920 -1.823785 -0.233 -0.127 -0.282 0.068
H -1.539565 -2.543930 -0.681055 0.216 -0.182 0.349 0.041
O 2.760675 -1.206160 -0.640785 0.266 0.024 -0.646 -0.052
H 3.535545 -0.674760 -0.457985 0.161 0.141 -0.112 0.050
H 2.380785 -1.380710 0.220285 -0.156 -0.029 0.536 -0.027
O 1.772185 -1.572850 1.827475 0.001 -0.165 0.426 -0.035
H 1.951505 -1.194100 2.688065 0.217 0.376 0.128 0.065
H 1.017955 -2.144870 1.969445 -0.402 -0.251 -0.269 0.006
O 0.804115 -1.288610 -2.689105 -0.092 0.038 -0.479 -0.066
H 1.426875 -1.097330 -1.987805 0.583 0.066 0.257 -0.029
H 0.050085 -1.673210 -2.242175 -0.233 -0.077 -0.120 -0.034
O -1.338155 2.286180 1.225735 0.533 0.708 -0.107 -0.051
H -1.554905 1.359200 1.325585 -0.240 -0.564 0.044 -0.010
H -2.149965 2.746690 1.438165 -0.165 0.170 0.072 0.065
O 1.386475 2.126330 2.501545 0.349 -0.238 0.210 -0.052
H 1.931555 2.726540 1.992775 0.202 0.146 -0.012 0.026
H 0.490525 2.329380 2.232715 -0.603 0.070 -0.174 -0.015
O 1.578635 2.727670 -3.404095 0.386 0.120 -0.416 -0.069
H 1.024455 2.440910 -2.678225 -0.318 0.052 0.324 -0.025
H 1.373115 2.122400 -4.116585 0.006 -0.183 -0.162 0.029
O -1.754335 0.815410 -2.093555 -0.516 0.376 -0.095 -0.050
H -1.833205 -0.126020 -1.939505 0.231 -0.324 0.024 -0.021
H -1.151815 1.119970 -1.414995 0.298 0.164 0.024 -0.018
O 0.516085 2.982460 -0.936305 0.049 0.070 -0.095 -0.038
H 1.310515 2.849260 -0.419235 0.262 -0.098 0.011 0.043
H -0.185805 3.038040 -0.287845 -0.448 -0.123 0.332 0.007
O -2.636465 -0.018040 1.921105 0.036 -0.106 0.100 -0.023
H -3.526375 -0.160320 1.598535 -0.287 0.074 -0.205 0.064
H -2.367175 -0.869420 2.265875 0.159 -0.131 0.116 0.046
O -0.457795 -3.658070 1.618375 -0.027 0.459 -0.181 -0.029
H 0.268425 -4.147440 2.004825 0.245 -0.409 0.001 0.052
H -1.003435 -3.409230 2.364425 -0.243 -0.098 0.259 0.041

9
Properties=species:S:1:pos:R:3:forces:R:3:lowdin_charge:R:1 method="wB97M-V/def2-TZVPD" orbital_gap_ev="8.466 / 6.480" e_lumo_ev="-6.21 / -8.18" spin_multiplicity=2 s2=0.755 de_lowest_kcal_mol=89.0 total_charge=+1
H -2.108758 -1.197368 -0.108713 -0.058 0.177 -1.071 0.158
O -0.044525 -0.866933 -0.399647 0.989 -0.047 0.438 0.042
O -0.005900 1.192178 0.319690 2.573 -1.477 -1.373 -0.008
C -1.355448 -0.431145 -0.263347 0.997 -0.766 1.836 -0.009
C -1.301365 0.842707 0.203229 -1.933 -0.388 -3.636 -0.102
C 0.806952 0.079364 -0.088457 -1.816 1.307 2.152 0.001
H -1.972256 1.303958 -0.630940 0.202 1.064 2.540 0.206
F 3.295022 -0.984902 -0.672839 -0.382 0.322 0.485 -0.044
Cu 2.686276 0.062141 1.641025 -0.571 -0.192 -1.371 0.755